Computed, not measured: a 2-piece molecular cluster, C22H27Br2N2 overall at a distorted geometry, with ωB97M-V/def2-TZVPD.

The geometry in XYZ format:
```
53
Properties=species:S:1:pos:R:3:forces:R:3
Br 5.07148 5.22283 -0.59496 -0.15 -0.26 0.18
C 4.21577 3.74989 0.19575 -0.49 -0.51 0.39
C 3.79805 3.79970 1.53749 -0.07 -0.21 -0.05
C 3.16006 2.70677 2.11799 0.09 -0.22 -0.24
C 2.91333 1.52119 1.37088 0.40 0.40 -0.29
C 2.23202 0.40605 1.95841 -0.43 -0.02 -0.57
C 1.76751 -0.66607 1.19566 -0.02 0.05 0.01
C 1.10218 -1.77111 1.70467 0.29 0.14 -0.07
C 0.78748 -2.93470 0.93619 -0.24 -0.45 -0.32
C 0.03648 -3.98355 1.53398 0.10 0.17 -0.27
C -0.30714 -5.11957 0.81302 0.13 0.18 -0.09
C 0.08692 -5.24567 -0.53081 0.15 0.46 0.53
Br -0.36526 -6.79036 -1.49801 0.06 0.28 0.15
C 0.83640 -4.22772 -1.14284 0.14 0.39 0.29
C 1.19533 -3.09082 -0.42156 -0.40 -0.35 0.15
C 3.34937 1.49268 0.01379 0.05 0.42 0.18
C 3.97068 2.59468 -0.56367 -0.13 -0.32 0.20
H 3.97338 4.69894 2.11559 -0.02 -0.09 -0.02
H 2.82974 2.74661 3.15973 0.15 0.07 -0.33
H 2.02614 0.43976 3.03075 0.05 -0.07 -0.15
H 1.90373 -0.64652 0.11330 0.13 0.08 0.48
H 0.80097 -1.76458 2.75219 0.10 -0.06 -0.06
H -0.28463 -3.87028 2.57273 0.10 -0.13 -0.32
H -0.87980 -5.91009 1.28277 0.05 0.06 -0.06
H 1.13688 -4.33322 -2.17935 -0.01 0.01 0.13
H 1.78328 -2.30690 -0.90350 -0.20 -0.43 0.05
H 3.20730 0.58911 -0.58112 0.13 0.43 0.11
H 4.26924 2.56244 -1.60491 0.04 -0.01 0.12
C -0.68512 -1.23842 6.36384 -0.05 0.05 0.15
N 0.31028 -1.98166 7.11508 0.01 -0.21 -0.27
C -0.24755 -3.01823 7.96752 -0.01 0.08 0.16
C 1.32047 -1.13841 7.75116 0.19 0.01 -0.28
C 2.63046 -1.20217 6.96057 -0.03 -1.13 0.87
C 3.80217 -0.45860 7.60465 -0.39 0.15 -0.42
C 4.72388 -0.17321 6.40533 0.30 -0.28 -0.01
C 3.86022 -0.34023 5.13524 0.02 -0.16 -0.29
N 2.52489 -0.67594 5.62068 -0.36 0.80 -0.37
H -0.18611 -0.60695 5.61535 -0.16 -0.12 0.18
H -1.35660 -1.94215 5.84961 0.15 0.24 0.14
H -1.29294 -0.57251 7.00931 0.02 -0.15 -0.19
H 0.56507 -3.63905 8.37071 -0.24 0.13 -0.14
H -0.82123 -2.61610 8.82615 0.06 -0.07 -0.19
H -0.91567 -3.65920 7.37672 0.18 0.13 0.17
H 0.97476 -0.08882 7.79683 0.13 -0.26 0.15
H 1.52866 -1.50261 8.77160 -0.16 0.22 -0.28
H 2.89940 -2.28422 6.92860 -0.06 0.31 0.01
H 3.45162 0.47051 8.06827 0.05 -0.10 -0.06
H 4.27327 -1.07845 8.37354 -0.03 0.21 -0.13
H 5.17533 0.82041 6.46848 0.04 -0.24 -0.06
H 5.51303 -0.93029 6.37135 0.08 0.30 0.08
H 3.84191 0.58548 4.54567 -0.01 -0.05 0.06
H 4.25307 -1.13227 4.46679 0.08 0.25 0.30
H 1.98963 -1.26851 4.99460 0.23 -0.08 0.31
```
Forces are in eV/Å.

- molar mass (g mol⁻¹) = 479.28
- HOMO-LUMO gap (eV) = 4.428
- F_max (hartree/bohr) = 0.0278
- charge = +1
- calculated total energy (eV) = -166309.30831
- lowest unoccupied orbital energy (eV) = -5.83

These are the Mulliken partial charges, in e, on atoms 1 to 5: -0.089, 0.074, -0.603, -0.288, 0.731

***

Computed, not measured: C22H27BrN9O2PSn as an isolated structure at a distorted geometry, with ωB97M-V/def2-TZVPD.

The geometry in XYZ format:
```
63
Properties=species:S:1:pos:R:3:forces:R:3
Sn -0.07503 1.39768 -1.14717 -0.38 0.59 0.08
C -2.02086 0.57076 4.17811 -1.23 -1.03 0.37
N -1.02039 0.79335 3.15416 1.37 0.01 0.27
C 0.39051 0.68386 3.33894 -2.49 0.66 -0.41
C 0.90720 1.08179 2.15073 -1.69 -0.24 -0.28
N -0.11261 1.40742 1.22517 0.17 -0.93 1.29
C -1.26327 1.20183 1.91187 0.30 0.41 -1.24
P -2.97717 1.26764 1.13857 0.64 0.79 0.39
C -2.73252 2.76004 0.03220 1.55 0.16 -0.84
N -1.67931 3.01447 -0.84305 -1.46 -0.15 1.94
C -1.66700 4.39354 -1.01737 0.24 -1.69 -0.42
C -2.68564 4.94126 -0.34379 -1.03 0.33 0.69
N -3.36164 3.92439 0.30099 0.66 0.41 -0.43
C -4.60256 4.10720 1.04696 -1.37 -1.50 -1.26
C -2.66453 -0.14584 0.05458 1.66 -0.79 -1.89
N -1.64248 -0.26382 -0.89843 -2.64 -0.42 1.29
C -1.97494 -1.42353 -1.60521 1.61 0.81 -0.63
C -3.07511 -2.00452 -1.11509 -0.72 0.72 1.97
N -3.46073 -1.22675 -0.00755 -0.39 -0.08 -0.80
C -4.66179 -1.49839 0.80495 -1.19 0.64 1.36
H -1.55726 0.34686 5.14062 0.07 0.17 -0.24
H -2.67506 -0.30231 3.92317 0.66 0.63 0.13
H -2.67987 1.43124 4.28307 0.21 0.10 0.05
H 0.74788 0.43425 4.33077 0.30 -0.01 -0.39
H 1.91682 1.06311 1.92211 1.65 0.31 -0.68
H -0.99409 4.89868 -1.66460 0.47 0.12 -0.41
H -2.95477 5.99156 -0.28361 -0.24 -0.37 0.07
H -5.46565 3.75250 0.40491 0.95 0.53 0.50
H -4.77286 5.15222 1.24074 0.17 0.15 0.59
H -4.58929 3.39703 1.86972 -0.07 0.68 0.53
H -1.39084 -1.79244 -2.44772 -0.14 0.39 0.22
H -3.65106 -2.85318 -1.40866 -0.08 -0.39 -0.11
H -5.53804 -0.95809 0.42458 0.32 -0.13 -0.42
H -4.61748 -1.10125 1.87513 0.62 -0.78 -1.43
H -4.93931 -2.56642 0.81279 0.58 0.49 -0.04
O 7.03104 2.84516 -1.36894 -1.18 -1.89 -0.53
C 5.70340 2.56218 -1.40665 1.73 -0.82 0.05
C 5.16558 1.30466 -1.83013 2.59 0.94 0.76
C 3.80842 1.19451 -1.77537 -2.58 -1.09 -0.41
N 2.95211 2.12266 -1.36557 0.30 -0.74 -0.25
C 3.47950 3.26912 -1.03614 -2.25 0.62 0.48
Br 2.24321 4.57694 -0.69629 0.13 0.53 0.16
C 4.81670 3.59582 -0.96877 1.51 -3.56 -1.67
H 7.56442 2.02877 -1.64102 -0.73 1.62 0.44
H 5.78634 0.39625 -2.05544 -0.50 1.29 -0.02
H 3.29200 0.27774 -2.10032 0.60 0.30 0.24
H 5.18678 4.53123 -0.91791 1.05 3.17 0.76
N 1.39150 -0.91661 -1.11103 1.16 -3.15 -0.28
C 1.61081 -2.07037 -1.23516 -0.84 2.46 0.57
N 1.57366 -3.39852 -1.20487 0.08 -0.86 -0.13
C 2.10272 -4.28571 -2.23784 0.86 1.70 -1.12
C 2.63431 -5.59543 -1.63103 -0.42 -2.25 -0.23
O 1.61674 -6.26487 -0.82985 0.74 2.97 0.46
C 1.26203 -5.40247 0.27666 -0.10 -1.18 -0.68
C 0.71906 -3.99475 -0.20069 -0.09 -0.57 -0.49
H 2.93174 -3.74945 -2.80426 -0.86 -0.72 0.86
H 1.33057 -4.46165 -2.99475 -0.09 -0.47 0.25
H 3.51799 -5.42498 -1.01003 -0.06 0.17 0.01
H 2.88006 -6.32457 -2.44462 -0.17 0.79 0.61
H 2.08862 -5.28568 0.99961 0.02 0.11 -0.52
H 0.44605 -5.90183 0.77501 -0.22 -0.15 0.21
H 0.70345 -3.34785 0.65985 -0.31 0.25 0.30
H -0.29801 -4.15647 -0.62705 0.57 -0.05 0.33
```
Forces are in eV/Å.

- molar mass (g mol⁻¹) = 679.11
- HOMO-LUMO gap (spin up / spin down) (eV) = 4.189 / 3.781
- F_max (hartree/bohr) = 0.0819
- charge = +4
- calculated total energy (eV) = -125877.25409
- lowest unoccupied orbital energy (spin up / spin down) (eV) = -14.96 / -15.37
- energy relative to the best compared isomer or geometry (same formula, charge and spin) (eV) = 0.515

These are the Mulliken partial charges, in e, on atoms 1 to 5: 1.006, -0.731, 0.152, -0.535, -0.700

***

Computed, not measured: C22H27CrN2O7 as an isolated structure at a distorted geometry, with ωB97M-V/def2-TZVPD.

The geometry in XYZ format:
```
59
Properties=species:S:1:pos:R:3:forces:R:3
Cr 0.01270 0.09659 0.18554 -0.50 0.72 0.42
O 1.34494 1.54429 -0.37049 0.07 0.14 -0.57
C 2.58875 1.34657 -0.89216 -0.63 0.26 0.42
C 3.52035 2.35413 -0.72147 0.32 0.16 -0.04
C 4.76803 2.23401 -1.30368 0.05 0.03 -0.04
C 5.07950 1.10656 -2.06319 0.10 0.05 -0.02
C 4.14038 0.10559 -2.20153 0.30 -0.22 -0.19
C 2.88666 0.19212 -1.59715 -0.05 -0.72 -0.32
C 1.99103 -0.96271 -1.74142 1.41 0.52 -0.62
N 0.91306 -1.11330 -1.11369 -1.27 -0.94 0.27
N 0.19908 -2.30211 -1.41990 0.31 0.59 0.19
C -0.90089 -2.32075 -0.72263 -0.28 0.16 0.16
O -1.25039 -1.40861 0.13574 -0.31 -0.65 -0.77
C -1.82883 -3.46685 -0.95391 0.12 0.14 0.14
C -3.14038 -3.40474 -0.49918 -0.16 -0.21 0.00
C -4.00703 -4.47527 -0.71063 0.11 0.09 0.00
C -3.55677 -5.61407 -1.37010 -0.06 0.06 0.05
C -2.24411 -5.67482 -1.82310 0.08 0.04 0.00
C -1.38504 -4.60292 -1.61848 0.07 -0.29 -0.17
H 3.24442 3.22285 -0.13540 0.01 -0.08 -0.05
H 5.49820 3.02720 -1.18001 -0.06 -0.09 0.00
H 6.05173 1.01203 -2.53596 -0.12 0.02 0.06
H 4.37524 -0.78773 -2.77670 0.00 0.13 0.07
H 2.28243 -1.76858 -2.41154 0.14 0.07 -0.10
H -3.47230 -2.51606 0.02078 -0.02 0.01 0.02
H -5.03115 -4.42074 -0.35597 0.09 0.00 -0.03
H -4.22659 -6.45469 -1.52829 0.08 0.12 0.02
H -1.88684 -6.56338 -2.33420 -0.03 0.10 0.05
H -0.35875 -4.63448 -1.96987 -0.15 -0.02 0.05
C -0.30044 -2.06631 2.65683 0.00 -0.16 0.11
O -0.19880 -0.65750 2.54567 -0.02 -0.02 0.07
C -1.25167 0.02908 3.19825 0.22 -0.05 0.28
C -2.43728 0.17576 2.29899 -0.07 -0.04 -0.22
O -2.01455 1.00668 1.23264 -0.02 0.10 -0.58
C -3.03817 1.25440 0.26856 0.13 -0.12 0.24
C -2.46026 2.11561 -0.81919 0.28 -0.01 -0.20
O -1.58014 1.40028 -1.67712 -0.04 -0.16 0.19
C -2.26330 0.62645 -2.65273 0.09 0.04 0.17
H -0.15263 -2.37072 3.69516 0.04 0.01 0.08
H 0.48545 -2.49794 2.04046 0.01 0.01 0.01
H -1.26376 -2.43733 2.29979 0.03 0.00 0.02
H -0.87074 1.01817 3.44532 0.07 0.07 0.04
H -1.54583 -0.47665 4.12310 0.10 -0.08 0.03
H -3.26861 0.63639 2.83319 -0.13 0.15 0.07
H -2.75619 -0.79268 1.90805 -0.07 -0.06 -0.03
H -3.86523 1.78509 0.74020 -0.13 0.07 0.18
H -3.41573 0.30609 -0.12193 0.00 -0.10 -0.01
H -1.85667 2.89090 -0.35121 0.04 0.12 0.00
H -3.26141 2.58458 -1.39753 -0.05 0.00 -0.06
H -2.80106 1.28349 -3.33865 -0.06 0.04 -0.08
H -2.96979 -0.07506 -2.20038 0.01 -0.03 0.01
H -1.51733 0.05933 -3.20197 0.07 -0.01 -0.01
C 0.84761 3.42317 2.60356 -0.02 -0.05 -0.10
O 0.42215 2.72593 1.43257 0.45 -0.26 -0.19
C 1.18687 1.56415 1.16667 0.57 -0.01 2.46
O 2.15521 1.25550 1.90000 -1.05 0.40 -1.39
H 0.09839 4.18893 2.79345 -0.04 -0.01 -0.04
H 1.82228 3.89460 2.46374 0.01 -0.03 -0.06
H 0.92537 2.75186 3.45785 -0.02 -0.03 0.02
```
Forces are in eV/Å.

- molar mass (g mol⁻¹) = 483.46
- HOMO-LUMO gap (spin up / spin down) (eV) = 8.086 / 6.561
- F_max (hartree/bohr) = 0.0491
- multiplicity = 4
- charge = 0
- calculated total energy (eV) = -68984.07608
- lowest unoccupied orbital energy (spin up / spin down) (eV) = 0.24 / 0.08
- <S²> = 4.248
- energy relative to the best compared isomer or geometry (same formula, charge and spin) (eV) = 1.779

These are the Mulliken partial charges, in e, on atoms 1 to 5: 0.673, -0.008, 0.583, -0.413, -0.522

***

Computed, not measured: C22H27FeO as an isolated structure at a distorted geometry, with ωB97M-V/def2-TZVPD.

The geometry in XYZ format:
```
51
Properties=species:S:1:pos:R:3:forces:R:3
Fe 0.03848 0.77913 0.58478 -1.36 -1.21 -1.47
C 1.85299 1.00621 1.76651 0.88 0.72 -1.03
C 2.14036 0.08840 0.69202 1.13 1.70 -0.32
C 1.96888 0.78123 -0.55499 0.77 0.93 1.36
H 2.53076 -0.91070 0.79284 -0.29 -0.12 0.08
C 1.51659 2.11442 -0.26486 2.19 -0.66 0.82
C 1.47025 2.26165 1.17601 2.13 -0.77 -0.67
H 1.28399 3.16885 1.72315 -0.38 0.04 0.03
H 1.98853 0.81991 2.81756 -0.22 -0.12 0.14
H 2.25561 0.41301 -1.52503 -0.49 -0.19 -0.05
H 1.36167 2.88003 -1.00432 -0.26 0.02 -0.02
C -2.18252 0.82921 1.06101 -0.81 2.08 -0.96
C -1.43213 1.99655 1.48294 -1.71 0.26 -1.32
C -1.09333 2.72940 0.27219 -2.43 -0.49 0.30
H -1.29958 2.33511 2.49553 0.22 -0.07 0.14
C -1.66689 2.04693 -0.85023 -0.40 -0.14 1.58
C -2.32677 0.87263 -0.36968 0.00 1.19 1.22
H -2.88383 0.16664 -0.96619 0.34 -0.15 -0.05
H -2.67255 0.13349 1.72350 0.24 -0.15 -0.07
H -0.65610 3.71462 0.24431 0.33 -0.12 -0.02
H -1.66690 2.39819 -1.86945 0.28 -0.15 -0.03
O -0.22757 -0.58453 -1.80220 0.25 -1.07 1.52
C -0.37000 0.07858 -3.66130 0.18 0.25 -2.78
C 0.32274 -1.26875 -3.86704 -0.32 0.33 1.01
C 0.45513 1.33400 -3.80241 -0.58 -0.37 -0.03
C -1.84513 0.14122 -3.97670 0.71 0.19 0.32
C 0.38095 -1.69031 -2.36290 -0.47 0.63 0.05
H 1.32091 -1.21009 -4.28151 0.33 0.16 -0.44
H -0.26867 -1.98901 -4.41760 -0.23 -0.17 -0.56
H -0.16691 -2.64381 -2.17857 0.06 0.03 0.00
H 1.42641 -1.88248 -2.02574 0.03 0.10 0.06
H 0.50254 1.81475 -4.82039 -0.12 -0.30 0.21
H 1.48171 1.14809 -3.49078 0.11 0.00 0.02
H 0.04673 2.08454 -3.12259 0.10 0.23 0.04
H -2.15473 0.12857 -5.05332 0.28 0.00 0.10
H -2.27340 1.04479 -3.53490 -0.14 0.03 -0.02
H -2.31632 -0.70890 -3.48837 -0.25 -0.15 0.03
C -0.29616 -1.16453 1.09381 -0.13 -2.28 0.89
C 0.03742 -1.54827 2.48495 -0.64 -0.08 -1.36
C 1.02771 -2.52189 2.72536 0.30 0.03 0.41
C 1.34452 -2.91563 4.01876 0.01 0.13 0.01
C 0.68173 -2.34538 5.11284 0.11 -0.11 0.27
C -0.30307 -1.37423 4.89333 -0.11 0.01 -0.56
C -0.63596 -0.98354 3.59321 0.37 -0.42 0.63
H -1.34430 -1.38235 0.85492 0.28 0.11 0.11
H 0.31643 -1.70667 0.35983 -0.17 -0.11 0.29
H 1.53273 -2.97421 1.86265 -0.23 0.17 0.36
H 2.11277 -3.68077 4.17204 -0.22 0.20 0.05
H 0.92526 -2.66347 6.13008 -0.04 0.10 -0.25
H -0.82764 -0.91924 5.73615 0.13 -0.13 -0.11
H -1.41335 -0.24141 3.42077 0.24 -0.11 0.05
```
Forces are in eV/Å.

- molar mass (g mol⁻¹) = 363.30
- HOMO-LUMO gap (spin up / spin down) (eV) = 3.491 / 5.634
- F_max (hartree/bohr) = 0.0545
- multiplicity = 6
- charge = -2
- calculated total energy (eV) = -59679.09936
- lowest unoccupied orbital energy (spin up / spin down) (eV) = 5.41 / 5.39
- <S²> = 8.792
- energy relative to the best compared isomer or geometry (same formula, charge and spin) (eV) = 1.124

These are the Mulliken partial charges, in e, on atoms 1 to 5: 1.142, -0.373, -1.098, -0.207, 0.571